DFT (ωB97M-V with the def2-TZVPD basis set) results for a molecular structure, C26H30CrFN3Sb.

ORCA input file:
```
! RIJCOSX wB97M-V def2-TZVPD def2/J DEFGRID3
* xyz -1 5
Cr 0.00 0.95 0.85
C -1.11 0.58 -4.67
C -1.67 0.08 -3.50
C -1.30 0.59 -2.27
C -0.33 1.60 -2.17
C 0.22 2.10 -3.36
C -0.17 1.59 -4.58
N 0.06 2.03 -0.90
N 0.88 3.08 -0.92
C 1.38 3.36 0.33
C 2.20 4.49 0.49
C 2.74 4.76 1.74
C 2.47 3.93 2.82
C 1.67 2.81 2.65
C 1.11 2.51 1.41
H -1.41 0.18 -5.63
H -2.42 -0.71 -3.54
H -1.75 0.20 -1.36
H 0.98 2.87 -3.29
H 0.28 1.99 -5.48
H 2.41 5.12 -0.36
H 3.37 5.63 1.87
H 2.90 4.15 3.80
H 1.47 2.15 3.49
C 1.49 -0.42 0.45
C 2.28 -0.12 -0.76
C 1.98 -0.73 -1.98
C 2.68 -0.42 -3.13
C 3.71 0.53 -3.09
C 4.02 1.14 -1.88
C 3.31 0.82 -0.73
C 4.43 0.86 -4.28
N 5.02 1.12 -5.24
H 2.09 -0.41 1.36
H 0.98 -1.39 0.37
H 1.17 -1.45 -2.04
H 2.42 -0.89 -4.07
H 4.80 1.89 -1.84
H 3.54 1.33 0.20
C -0.57 -3.83 0.87
C -0.96 -2.84 1.96
Sb -2.34 -1.36 1.24
C -3.32 -0.78 3.08
C -2.73 -1.40 4.34
C -3.86 -2.81 0.64
C -4.20 -3.86 1.69
H 0.20 -4.53 1.21
H -0.17 -3.32 -0.02
H -1.42 -4.43 0.54
H -0.10 -2.28 2.32
H -1.40 -3.36 2.82
H -4.38 -1.02 2.97
H -3.23 0.30 3.11
H -2.87 -2.48 4.36
H -3.21 -0.99 5.23
H -1.66 -1.20 4.40
H -3.52 -3.27 -0.29
H -4.75 -2.22 0.38
H -3.33 -4.49 1.91
H -5.00 -4.53 1.36
H -4.52 -3.41 2.63
F -0.55 0.23 2.50
*
```

Output
Frontier orbital gap (spin up / spin down) in Eh: 0.2181 / 0.2791
Maximum force in Eh/bohr: 0.0021
⟨S²⟩: 6.103
E in eV: -69596.35796
LUMO level (spin up / spin down) in Eh: 0.0987 / 0.0929

DFT (ωB97M-V with the def2-TZVPD basis set) results for 10 unconnected molecules or ions with the total composition C26H30F8N2O28 at a distorted geometry.

ORCA input file:
```
! RIJCOSX wB97M-V def2-TZVPD def2/J DEFGRID3
* xyz 0 1
O -1.41 1.42 -4.21
C -0.28 1.76 -4.33
O 0.76 1.35 -3.58
C 1.94 2.13 -3.84
C 1.59 2.76 -5.19
F 2.24 2.13 -6.21
O 0.19 2.55 -5.33
H 2.10 2.87 -3.06
H 2.77 1.45 -3.92
H 1.70 3.84 -5.32
O -3.89 1.12 -0.19
C -3.77 2.00 -1.00
O -4.50 2.07 -2.11
C -3.90 3.03 -2.99
C -2.90 3.76 -2.13
F -3.30 4.99 -1.75
O -2.84 2.93 -0.98
H -3.47 2.57 -3.88
H -4.78 3.60 -3.31
H -1.88 3.80 -2.53
O 3.12 1.38 -1.00
C 3.77 0.42 -0.74
O 4.16 -0.50 -1.57
C 4.86 -1.55 -0.87
C 5.11 -0.92 0.50
F 6.41 -0.46 0.57
O 4.23 0.16 0.54
H 4.24 -2.42 -0.73
H 5.80 -1.69 -1.40
H 4.92 -1.56 1.36
O 3.50 -5.34 0.42
C 2.63 -4.91 -0.27
O 1.36 -4.86 0.12
C 0.58 -4.16 -0.88
C 1.69 -3.53 -1.71
F 1.89 -2.22 -1.36
O 2.82 -4.33 -1.49
H -0.07 -4.81 -1.46
H -0.02 -3.44 -0.33
H 1.46 -3.45 -2.77
O 1.72 1.82 2.96
C 2.75 2.32 3.22
O 3.90 1.62 3.33
C 4.95 2.50 3.66
C 4.33 3.89 3.55
F 4.67 4.42 2.33
O 2.96 3.63 3.55
H 5.26 2.28 4.68
H 5.83 2.44 3.03
H 4.70 4.50 4.36
O -1.55 -5.65 5.84
C -1.32 -4.96 4.91
O -1.22 -5.40 3.62
C -0.89 -4.26 2.82
C -1.19 -3.05 3.67
F -2.45 -2.55 3.51
O -1.15 -3.61 4.96
H 0.14 -4.29 2.46
H -1.47 -4.37 1.90
H -0.45 -2.28 3.48
O -2.07 -1.98 -2.62
C -2.67 -2.90 -3.07
O -3.95 -2.85 -3.54
C -4.31 -4.12 -4.02
C -3.12 -5.01 -3.74
F -2.76 -5.70 -4.86
O -2.15 -4.13 -3.26
H -5.16 -4.60 -3.53
H -4.56 -4.08 -5.08
H -3.34 -5.78 -3.00
O -5.54 3.33 4.56
C -4.57 2.73 4.23
O -3.40 2.68 4.84
C -2.57 1.76 4.11
C -3.34 1.32 2.87
F -3.55 -0.04 2.94
O -4.55 1.99 3.09
H -1.69 2.36 3.84
H -2.27 0.96 4.78
H -2.77 1.49 1.96
C -0.26 0.43 -0.53
N -0.37 -0.26 0.79
O -0.53 0.44 1.74
O -0.14 -1.46 0.84
H -0.36 -0.27 -1.36
H 0.74 0.86 -0.59
H -0.99 1.23 -0.53
C 0.60 3.95 0.33
N -0.05 4.27 1.62
O -1.13 3.75 1.85
O 0.48 5.03 2.39
H -0.07 4.48 -0.36
H 0.44 2.89 0.21
H 1.62 4.31 0.22
*
```

Output
SMILES string: O=C1OC[C@@H](F)O1.O=C1OC[C@@H](F)O1.O=C1OC[C@@H](F)O1.O=C1OC[C@@H](F)O1.O=C1OC[C@@H](F)O1.O=C1OC[C@@H](F)O1.O=C1OC[C@@H](F)O1.O=C1OC[C@@H](F)O1.C[N+](=O)[O-].C[N+](=O)[O-]
Frontier orbital gap in Eh: 0.3766
Maximum force in Eh/bohr: 0.0579
E in eV: -109494.49227
LUMO level in Eh: -0.0044

DFT (ωB97M-V with the def2-TZVPD basis set) results for a molecular structure, C26H30FN7O4RuS2.

ORCA input file:
```
! RIJCOSX wB97M-V def2-TZVPD def2/J DEFGRID3
* xyz 1 6
Ru -0.77 -1.16 0.46
F -4.26 -3.50 -4.12
C -2.91 -3.54 -4.04
C -2.25 -2.51 -3.46
C -0.86 -2.58 -3.27
C -0.21 -1.65 -2.37
O -0.86 -0.73 -1.79
C 1.16 -1.90 -2.10
C 1.81 -2.91 -2.76
N 1.20 -3.77 -3.59
C 1.96 -4.91 -4.10
C 2.12 -5.04 -5.58
C 3.28 -4.63 -4.73
C -0.16 -3.69 -3.78
C -0.87 -4.73 -4.38
C -2.24 -4.71 -4.47
N -2.90 -5.90 -4.87
C -2.85 -7.00 -3.92
C -2.71 -8.30 -4.72
N -3.20 -8.02 -6.12
C -4.50 -7.26 -6.07
C -4.20 -5.84 -5.53
C 1.93 -1.18 -1.03
O 3.08 -0.85 -1.24
O 1.30 -1.04 0.09
H -2.79 -1.66 -3.06
H 2.86 -3.07 -2.58
H 1.84 -5.80 -3.49
H 1.67 -4.28 -6.21
H 2.12 -6.04 -5.99
H 3.60 -3.60 -4.79
H 4.08 -5.34 -4.54
H -0.34 -5.62 -4.71
H -3.76 -7.03 -3.30
H -2.00 -6.88 -3.25
H -3.31 -9.12 -4.32
H -1.67 -8.63 -4.82
H -3.29 -8.88 -6.66
H -2.51 -7.42 -6.56
H -5.15 -7.82 -5.42
H -4.92 -7.24 -7.07
H -5.02 -5.56 -4.87
H -4.15 -5.12 -6.35
S -0.12 -2.41 2.49
C 0.07 -3.78 1.48
C 1.17 -4.67 1.73
N 2.06 -5.38 1.92
C -0.75 -4.07 0.41
S -2.14 -3.15 -0.03
C -0.46 -5.18 -0.46
N -0.28 -6.01 -1.24
C -4.49 1.31 2.19
N -3.43 1.30 1.19
C -3.65 0.33 0.13
C -2.14 1.53 1.58
O -1.18 0.81 1.22
N -1.89 2.60 2.35
C -2.78 3.74 2.45
C -0.57 2.78 2.94
H -4.70 0.29 2.53
H -5.40 1.74 1.77
H -4.21 1.90 3.06
H -4.63 0.52 -0.31
H -3.64 -0.70 0.50
H -2.90 0.45 -0.66
H -3.56 3.68 1.70
H -2.20 4.65 2.28
H -3.24 3.81 3.44
H -0.02 1.84 2.92
H -0.68 3.12 3.96
H 0.00 3.52 2.37
*
```

Output
Frontier orbital gap (spin up / spin down) in Eh: 0.2363 / 0.2442
Maximum force in Eh/bohr: 0.0101
⟨S²⟩: 8.770
E in eV: -73031.15480
LUMO level (spin up / spin down) in Eh: -0.1133 / -0.1205

Q: Number 3 is which compound?
A: C26H30FN7O4RuS2